Arrangement P

This record from the Open Molecules 2025 dataset describes the molecule C4H5N3S. The level of theory is ωB97M-V/def2-TZVPD.

Cartesian coordinates (Å):
1 C -1.6706 -1.5831 -0.2594
2 C -0.2970 -1.1985 -0.0096
3 C -0.3069 0.1671 0.1408
4 C 1.9669 0.5972 -0.3270
5 N -2.4097 -0.5101 -0.0052
6 N -1.6328 0.5397 0.2769
7 N 0.7160 1.0789 0.1377
8 S 2.2036 -1.2028 0.2448
9 H -1.9048 -2.5874 -0.5235
10 H 1.8780 0.4701 -1.3389
11 H 2.7092 1.1163 0.1464
12 H -2.0625 1.3360 0.6589
13 H 0.8104 1.7766 0.8581

Calculated values
**Kohn-Sham gap**: 7.240 eV
**HOMO**: -0.308 hartree
**Spin multiplicity**: 1

Atomic partial charges in e from the Löwdin method, atoms 1 to 8:
1 C -0.147
2 C -0.032
3 C -0.404
4 C -0.500
5 N -0.003
6 N 0.038
7 N -0.042
8 S 0.650

=====

Arrangement Q

This record from the Open Molecules 2025 dataset describes the molecule C4H5N3S. The level of theory is ωB97M-V/def2-TZVPD.

Cartesian coordinates (Å):
1 N -2.8997 -0.8599 0.0017
2 C -1.7441 -0.8484 0.0577
3 C -0.3466 -0.7596 0.0770
4 N 0.4133 -1.7349 -0.2779
5 N 1.7098 -1.3921 -0.0514
6 C 1.8475 0.0908 0.1065
7 C 0.4355 0.4693 0.5432
8 S -0.1067 2.0415 -0.2219
9 H 2.2988 -1.8851 -0.6960
10 H 2.1540 0.5406 -0.8450
11 H 2.5604 0.3136 0.8877
12 H 0.4124 0.5800 1.6004
13 H -1.4364 1.9838 0.1908

Calculated values
**Kohn-Sham gap**: 9.585 eV
**HOMO**: -0.341 hartree
**Spin multiplicity**: 1
**SMILES string**: N#CC1=NNC[C@H]1S

Atomic partial charges in e from the Löwdin method, atoms 1 to 8:
1 N 0.169
2 C -0.190
3 C -0.342
4 N 0.100
5 N -0.042
6 C -0.177
7 C -0.589
8 S 0.742

=====

Arrangement R

This record from the Open Molecules 2025 dataset describes the molecule C4H5N3S. The level of theory is ωB97M-V/def2-TZVPD.

Cartesian coordinates (Å):
1 C -0.8387 -1.9403 -0.2711
2 C 0.1212 0.6433 -0.7568
3 C 0.5702 2.0242 -0.9294
4 C -0.2416 -1.0865 0.6949
5 N -1.4888 -2.5671 -0.9943
6 N 0.2037 0.1542 0.4280
7 N 0.0965 -1.6005 1.9472
8 S 0.1335 3.0161 -2.4240
9 H -0.3152 0.1147 -1.5002
10 H -0.0402 2.4502 -0.1618
11 H 1.5862 2.1350 -0.9602
12 H 0.5032 -0.9200 2.5845
13 H -0.2899 -2.4232 2.3431

Calculated values
**Kohn-Sham gap (spin up / spin down)**: 8.991 / 5.307 eV
**HOMO (spin up / spin down)**: -0.352 / -0.273 hartree
**Spin multiplicity**: 1

Atomic partial charges in e from the Löwdin method, atoms 1 to 8:
1 C -0.184
2 C -0.215
3 C -0.574
4 C -0.371
5 N 0.162
6 N 0.089
7 N 0.130
8 S 0.602

=====

Computed energies relative to the best structure, in kJ/mol: arrangement P 268.8; arrangement Q 0.0; arrangement R 188.2

=====

Arrangement P

This record from the Open Molecules 2025 dataset describes the molecule C6H8N2S2. The level of theory is ωB97M-V/def2-TZVPD.

Cartesian coordinates (Å):
1 C -1.9836 1.0957 -0.3146
2 C -2.9303 0.3937 -0.9443
3 C -2.0582 -0.7501 1.0983
4 C 2.6629 0.1739 -1.3225
5 C 2.4783 -0.7367 -0.4144
6 C 1.2500 -0.8016 0.5713
7 N -1.5569 0.4463 0.7577
8 N 1.0422 0.4597 1.0862
9 S -3.2125 -1.0904 -0.1508
10 S -0.1752 1.0353 1.7445
11 H -1.6282 2.0678 -0.3233
12 H -3.5290 0.6238 -1.8944
13 H 3.5105 0.1970 -1.9150
14 H 2.0026 1.0606 -1.4913
15 H 3.0960 -1.7186 -0.4535
16 H 1.4928 -1.5405 1.3659
17 H 0.2998 -1.1267 -0.0966
18 H -0.7612 0.2107 2.6967

Calculated values
**Kohn-Sham gap**: 9.445 eV
**HOMO**: -0.325 hartree
**Spin multiplicity**: 1

Atomic partial charges in e from the Löwdin method, atoms 1 to 8:
1 C -0.270
2 C -0.421
3 C -0.434
4 C -0.035
5 C -0.180
6 C -0.336
7 N -0.474
8 N -0.439

=====

Arrangement Q

This record from the Open Molecules 2025 dataset describes the molecule C6H8N2S2. The level of theory is ωB97M-V/def2-TZVPD.

Cartesian coordinates (Å):
1 C -1.0263 -2.8723 -1.1854
2 C -0.1580 -1.9076 -1.2711
3 C -0.4711 -0.5299 -1.4066
4 N -0.6798 0.2170 0.1189
5 S -1.9631 -0.3878 0.9459
6 C 0.3221 0.8884 0.6542
7 N 1.5508 1.0692 0.2253
8 C 2.2096 2.0578 0.9394
9 C 1.5470 2.5025 2.0313
10 S -0.0751 1.8208 2.0982
11 H -0.8799 -3.8296 -0.7962
12 H -2.1229 -2.6043 -1.2280
13 H 0.9101 -2.1566 -1.0368
14 H -1.4614 -0.3396 -1.9213
15 H 0.1312 0.2525 -1.7772
16 H -2.8407 0.2673 0.1592
17 H 3.2127 2.3293 0.7020
18 H 1.7946 3.2229 2.7481

Calculated values
**Kohn-Sham gap**: 8.461 eV
**HOMO**: -0.290 hartree
**Spin multiplicity**: 1
**SMILES string**: C=CCN(S)c1nccs1

Atomic partial charges in e from the Löwdin method, atoms 1 to 8:
1 C 0.000
2 C -0.242
3 C -0.128
4 N -0.523
5 S 0.804
6 C -0.742
7 N 0.034
8 C -0.246

=====

Computed energies relative to the best structure, in kJ/mol: arrangement P 281.8; arrangement Q 0.0

=====

Arrangement P

This record from the Open Molecules 2025 dataset describes a structure of composition ArH20O10. The level of theory is ωB97M-V/def2-TZVPD.

Cartesian coordinates (Å):
1 Ar -6.6111 -20.0129 12.7668
2 O -9.8914 -21.1410 10.4094
3 H -10.6811 -21.2122 9.8732
4 H -10.1229 -20.5154 11.0958
5 O -7.7314 -20.6404 16.2246
6 H -7.6385 -21.2843 15.5224
7 H -8.1858 -19.9036 15.8161
8 O -7.3225 -22.7204 14.3359
9 H -6.9577 -23.6053 14.3325
10 H -8.1097 -22.7833 13.7950
11 O -10.4439 -21.7801 13.7152
12 H -10.6662 -22.2156 12.8922
13 H -10.3827 -20.8526 13.4870
14 O -5.2945 -19.1354 8.8267
15 H -6.0772 -19.6840 8.8790
16 H -5.0040 -19.0448 9.7342
17 O -3.4798 -21.2669 10.8527
18 H -3.5439 -22.1997 11.0573
19 H -3.4976 -21.2291 9.8964
20 O -4.3793 -21.6663 14.6556
21 H -5.1011 -21.7654 14.0349
22 H -4.6951 -22.0799 15.4590
23 O -6.2332 -23.3940 10.1977
24 H -6.2103 -22.4759 9.9279
25 H -6.8804 -23.4209 10.9024
26 O -4.1343 -17.6269 11.2589
27 H -4.2919 -16.8656 11.8174
28 H -3.3891 -18.0711 11.6635
29 O -9.3140 -18.8608 14.5144
30 H -9.9914 -18.4497 15.0514
31 H -8.7904 -18.1294 14.1871

Calculated values
**Kohn-Sham gap**: 10.170 eV
**HOMO**: -0.381 hartree
**Spin multiplicity**: 1

Atomic partial charges in e from the Löwdin method, atoms 1 to 8:
1 Ar 0.190
2 O -0.047
3 H 0.038
4 H 0.017
5 O -0.072
6 H -0.039
7 H -0.024
8 O -0.068

=====

Arrangement Q

This record from the Open Molecules 2025 dataset describes a structure of composition ArH20O10. The level of theory is ωB97M-V/def2-TZVPD.

Cartesian coordinates (Å):
1 Ar 2.2062 -1.8511 -13.2578
2 O 2.0680 2.2328 -12.0976
3 H 2.8650 1.7031 -12.1187
4 H 2.3724 3.1299 -12.2349
5 O -0.4223 -3.8982 -15.4458
6 H -0.5187 -4.5914 -14.7929
7 H -1.2696 -3.8675 -15.8902
8 O 3.5260 -5.3810 -14.7964
9 H 3.1306 -4.9211 -15.5369
10 H 2.9153 -6.0919 -14.6015
11 O 1.9810 -4.3134 -16.9790
12 H 2.1511 -3.6248 -17.6218
13 H 1.3228 -3.9382 -16.3940
14 O 4.8687 -3.7527 -12.9018
15 H 4.5497 -4.3100 -13.6117
16 H 4.8381 -2.8659 -13.2608
17 O -1.4276 -1.7006 -13.9040
18 H -1.1334 -0.8744 -14.2874
19 H -1.0665 -2.3745 -14.4799
20 O 5.7402 -1.0836 -13.8728
21 H 6.1352 -1.5676 -13.1476
22 H 5.3109 -0.3361 -13.4568
23 O 2.4536 -3.8628 -10.1889
24 H 3.1084 -4.1794 -10.8112
25 H 2.3928 -4.5557 -9.5313
26 O -0.8322 -1.4760 -11.0200
27 H -0.9639 -1.3046 -11.9525
28 H -1.7067 -1.6777 -10.6873
29 O -0.2712 0.4698 -15.6115
30 H -0.8731 0.5872 -16.3464
31 H 0.5584 0.2196 -16.0183

Calculated values
**Kohn-Sham gap**: 10.145 eV
**HOMO**: -0.378 hartree
**Spin multiplicity**: 1

Atomic partial charges in e from the Löwdin method, atoms 1 to 8:
1 Ar 0.148
2 O -0.049
3 H 0.017
4 H 0.027
5 O -0.029
6 H 0.077
7 H 0.071
8 O -0.043

=====

Computed energies relative to the best structure, in kJ/mol: arrangement P 19.3; arrangement Q 0.0